--- 1 ---
13
Properties=species:S:1:pos:R:3 method="wB97M-V/def2-TZVPD" homo_ev=-8.542 charge=0 homo_lumo_gap_ev=9.188
H 1.331 -1.700 0.654
H -1.696 2.232 -0.434
C -1.051 1.363 -0.295
C -1.361 -0.996 -0.381
N 0.207 1.448 -0.391
H 1.980 0.807 0.426
H 1.540 0.006 -1.070
H 0.407 -0.577 1.747
O -1.815 0.234 0.028
C 1.131 0.344 -0.106
C 0.650 -0.844 0.711
H -0.475 -1.437 0.445
H -0.787 -0.860 -1.327

--- 2 ---
13
Properties=species:S:1:pos:R:3 method="wB97M-V/def2-TZVPD" smiles="C=C(C)C(N)=O" homo_ev=-9.660 charge=0 homo_lumo_gap_ev=10.247
C 0.807 -0.104 0.014
H 0.859 1.988 -0.768
H -1.073 1.720 1.044
H -2.582 0.734 0.554
H -1.613 1.853 -0.668
O 1.489 -1.123 0.242
H -0.746 -2.220 -0.242
C -1.541 1.080 0.189
H 2.355 1.170 -0.390
N 1.340 1.125 -0.105
H -2.391 -1.413 -0.281
C -1.285 -1.304 -0.235
C -0.664 -0.126 -0.043

The least stable of them is 1.

--- 1 ---
13
Properties=species:S:1:pos:R:3 method="wB97M-V/def2-TZVPD" homo_ev=-9.317 charge=0 homo_lumo_gap_ev=10.129
N -0.398 2.021 -1.244
H -0.848 0.642 2.024
O 0.031 0.351 1.755
C -0.055 -0.020 0.414
H -1.938 -1.065 0.418
H 0.560 1.930 -1.641
C -0.897 -1.235 0.120
H 1.578 -0.732 -0.970
C -0.017 1.029 -0.557
H -0.502 -2.079 0.690
C 1.276 0.118 -0.332
H -0.894 -1.494 -0.944
H 2.104 0.532 0.265

--- 2 ---
13
Properties=species:S:1:pos:R:3 method="wB97M-V/def2-TZVPD" smiles="O=CCN1CC1" homo_ev=-9.377 charge=0 homo_lumo_gap_ev=10.216
H -2.184 0.637 -0.082
C -0.125 1.736 0.027
H 0.627 2.303 0.658
C 0.240 -1.966 -0.364
H 1.969 -0.266 -0.748
O 0.679 -2.662 0.536
C 0.969 -0.583 -0.260
H 1.408 -0.527 0.815
H -0.617 2.375 -1.012
C -1.150 0.565 0.380
N 0.027 0.386 -0.689
H -0.866 -2.379 -0.685
H -0.979 0.382 1.424

The least stable of them is 2.

--- 1 ---
17
Properties=species:S:1:pos:R:3 method="wB97M-V/def2-TZVPD" smiles="CC(N)=O.NC(N)=O" homo_ev=-9.754 charge=0 homo_lumo_gap_ev=10.562
H 1.911 1.602 -0.060
C -1.431 0.363 -1.263
H 1.121 -1.992 1.775
H -2.008 0.210 0.651
H 2.260 1.350 1.681
H 0.592 1.600 1.137
O 1.464 -0.890 -0.371
H -1.061 0.099 -3.195
H 0.982 -0.536 2.702
N -1.744 -0.369 -0.134
N -1.440 -0.412 -2.420
C 1.560 1.169 0.869
H -2.387 -1.117 -0.292
C 1.338 -0.312 0.686
H -0.960 -1.304 -2.335
O -1.152 1.537 -1.250
N 0.955 -0.997 1.820

--- 2 ---
17
Properties=species:S:1:pos:R:3 method="wB97M-V/def2-TZVPD" smiles="CN/C(=N/O)N(C)O" homo_ev=-8.746 charge=0 homo_lumo_gap_ev=9.600
N 0.684 1.284 -0.941
N 0.356 -0.327 0.770
C 1.159 2.367 -0.074
H 2.005 2.875 -0.518
H 0.157 1.608 -1.744
H -1.275 -1.248 1.031
O -1.682 -1.296 -0.680
N -1.171 -0.068 -1.115
H 0.364 3.121 0.143
H -2.589 -1.330 -1.012
O -0.671 -0.734 1.624
C -0.127 0.271 -0.394
H 1.478 1.908 0.878
H 2.171 -0.940 -0.043
C 1.405 -1.333 0.624
H 1.832 -1.561 1.601
H 0.972 -2.248 0.175

The least stable of them is 2.

--- 1 ---
17
Properties=species:S:1:pos:R:3 method="wB97M-V/def2-TZVPD" homo_ev=-8.846 charge=0 homo_lumo_gap_ev=9.548
C -1.070 0.880 -0.609
C -0.125 -0.232 -0.241
O -1.938 -1.300 -0.021
H -1.789 0.210 -1.262
H -2.549 1.862 0.041
H -2.051 0.581 1.557
H 1.724 -1.305 1.330
N -1.685 1.413 0.669
C 2.111 -0.906 0.260
H 2.115 1.628 -0.620
H -0.628 1.798 -1.113
H -2.161 -2.253 -0.036
N 1.209 -0.034 -0.370
N -0.574 -1.334 0.084
H 2.547 -2.016 -0.307
O 1.645 1.186 0.164
H 3.219 -0.178 0.475

--- 2 ---
17
Properties=species:S:1:pos:R:3 method="wB97M-V/def2-TZVPD" homo_ev=-9.454 charge=0 homo_lumo_gap_ev=9.584
H -2.164 -0.685 -0.751
H 2.241 -0.377 -1.066
H 0.529 1.740 -0.404
C 1.430 -0.957 -1.395
O -1.425 0.577 1.245
C -1.095 -0.743 -1.922
C 0.288 -0.073 -1.484
H -1.385 -0.395 2.051
N -0.281 1.020 -0.613
H -1.586 0.158 -3.025
H 0.547 0.517 -2.289
H 1.618 -1.409 -2.370
H -0.827 -2.052 -2.322
O 0.634 -0.226 2.563
H 1.536 -1.719 -0.633
N -0.228 0.476 0.563
N 0.805 0.226 1.356

The least stable of them is 2.